# 1
{"formula": "C3H14N2O2S", "method": "ωB97M-V with the def2-TZVPD basis set", "spin_multiplicity": 1, "smiles": "NC[C@@H](N)CS.O.O", "e_above_lowest_kj_mol": 140.4, "homo_lumo_gap_ev": 8.80, "species": ["H", "H", "H", "S", "N", "H", "N", "C", "O", "H", "C", "H", "H", "H", "H", "H", "H", "H", "C", "H", "O", "H"], "xyz": [[-2.196145, 1.432743, -1.201824], [0.236034, -3.334757, 1.206783], [-0.949118, 1.795842, -0.110003], [-0.556478, -2.216871, 1.188561], [-1.459395, 1.114462, -0.619539], [-0.808325, -2.445143, -2.876933], [-0.107397, -2.121113, -2.292554], [-0.580211, -1.164650, -1.326152], [5.622880, 3.036262, 1.145635], [-3.360216, 3.024910, 2.382147], [0.379643, -1.288550, -0.075470], [-1.732739, 3.329429, 2.411475], [0.732399, -1.900063, -2.825654], [-1.605386, -1.538798, -1.016549], [1.152747, -2.012034, -0.287324], [0.131222, 0.741584, -2.135866], [5.034374, 2.401657, 0.740606], [5.114181, 3.476131, 1.824018], [-0.736752, 0.375038, -1.694107], [0.806573, -0.492501, 0.425669], [-2.581564, 3.245026, 1.854499], [-1.391028, 0.256170, -2.595578]], "forces_ev_per_a": [[-1.01, 1.42, 0.78], [-0.51, 0.63, 0.07], [0.23, 0.77, -0.02], [0.39, -0.85, 0.73], [0.64, -2.25, -1.85], [-1.41, -0.62, -1.38], [1.45, 0.64, 0.45], [0.50, 1.19, 1.72], [0.45, 0.07, -0.13], [0.68, 0.04, 0.33], [-1.88, -2.89, -0.74], [-2.58, -0.36, -0.89], [-0.35, 0.20, 0.31], [1.21, 0.70, -0.28], [0.42, 0.23, -0.52], [1.98, 1.07, -0.07], [-0.23, -0.17, -0.07], [-0.22, 0.10, 0.20], [-2.19, -3.09, -0.25], [0.49, 2.21, 0.41], [1.94, 0.35, 0.56], [0.02, 0.65, 0.64]]}


# 2
{"formula": "C11H15Br3CrO2Si", "method": "ωB97M-V with the def2-TZVPD basis set", "spin_multiplicity": 5, "s2": 6.042, "e_above_lowest_kj_mol": 67.6, "homo_lumo_gap_ev": [8.15, 8.44], "species": ["Br", "H", "H", "O", "H", "H", "H", "Br", "C", "O", "C", "Cr", "C", "H", "H", "C", "C", "H", "C", "H", "H", "H", "C", "H", "Si", "H", "H", "C", "Br", "C", "H", "C", "C"], "xyz": [[-2.555890, -0.958454, -2.471724], [-3.028977, -2.272657, 2.072762], [-1.922394, 2.855743, -0.394765], [2.042580, -0.952617, 0.941268], [0.952519, -0.994000, 3.201915], [-3.201211, -0.504298, 1.875420], [-3.057234, -1.557663, 0.446461], [3.051172, 3.096081, -4.494493], [1.066658, 1.845092, -1.097809], [0.002288, 0.046581, 0.735865], [2.791576, 0.222929, -1.535095], [-1.252946, 0.248885, -0.838197], [-0.239342, -2.886807, 0.657624], [-0.816473, -3.004630, -0.260150], [-0.330750, -1.912191, 3.994723], [-2.373200, 1.887380, -0.175228], [1.463552, 2.576860, -2.204238], [-3.372234, 1.881231, -0.605471], [1.721875, 0.664019, -0.763809], [-0.410676, -3.783064, 1.265147], [0.276818, 2.226202, -0.465986], [0.967788, 3.502057, -2.462864], [-2.726087, -1.402552, 1.475548], [0.826764, -2.852881, 0.436263], [-0.885120, -1.431218, 1.638850], [3.302279, -0.687507, -1.252729], [-0.544585, -0.172594, 3.708416], [3.188372, 0.940769, -2.650991], [-2.640035, 1.939840, 1.782078], [-0.120062, -1.094476, 3.295773], [4.008145, 0.599329, -3.267364], [1.299474, -0.176169, 0.388297], [2.515354, 2.110776, -2.975495]], "forces_ev_per_a": [[0.18, 0.06, -0.01], [-0.08, -0.01, -0.07], [-0.02, 0.02, -0.03], [-0.71, 0.45, -0.19], [0.20, 0.02, -0.10], [0.08, -0.36, -0.02], [0.01, -0.09, 0.04], [0.00, -0.02, 0.02], [0.03, 0.10, 0.03], [-0.38, -1.61, 0.65], [0.08, 0.04, -0.11], [-1.05, 0.41, -0.68], [-0.12, -0.02, 0.36], [-0.01, -0.01, -0.09], [0.01, 0.13, 0.00], [0.22, -0.17, -0.05], [0.02, 0.05, -0.06], [-0.04, -0.04, 0.06], [0.09, -0.11, -0.16], [-0.05, -0.01, -0.07], [-0.05, 0.07, 0.06], [-0.01, -0.01, 0.02], [0.06, 0.28, 0.12], [-0.15, 0.04, 0.04], [1.57, 0.67, -0.27], [0.00, -0.01, -0.01], [0.08, -0.11, -0.05], [-0.03, -0.02, 0.05], [0.12, 0.40, -0.06], [-0.77, -0.35, 0.23], [-0.01, 0.00, 0.02], [0.70, 0.22, 0.35], [0.03, 0.00, -0.04]]}


# 3
{"formula": "C2H4Br2", "method": "ωB97M-V with the def2-TZVPD basis set", "spin_multiplicity": 1, "smiles": "BrCCBr", "e_above_lowest_kj_mol": 24.4, "homo_lumo_gap_ev": 10.64, "species": ["H", "Br", "H", "H", "Br", "H", "C", "C"], "xyz": [[12.279842, -13.877809, 14.658469], [13.410858, -12.001621, 15.891581], [10.239771, -14.283365, 16.052422], [12.858450, -14.449636, 16.094918], [9.987760, -11.882255, 15.881694], [11.006755, -13.475820, 17.467595], [12.285480, -13.597970, 15.712323], [10.931750, -13.519547, 16.387810]], "forces_ev_per_a": [[-0.57, 0.72, -0.12], [-0.30, -0.57, 0.06], [0.30, -0.37, 0.11], [-0.03, 0.37, 0.62], [-0.13, -0.01, 0.01], [0.05, -0.14, 0.03], [0.62, -0.89, -0.26], [0.07, 0.90, -0.44]]}


# 4
{"formula": "C19H25CsN2O5S3", "method": "ωB97M-V with the def2-TZVPD basis set", "spin_multiplicity": 1, "e_above_lowest_kj_mol": 55.4, "homo_lumo_gap_ev": 7.94, "species": ["C", "Cs", "C", "H", "C", "C", "O", "C", "H", "N", "H", "S", "C", "C", "C", "H", "C", "H", "H", "H", "O", "C", "C", "H", "H", "H", "C", "H", "H", "S", "H", "H", "O", "C", "H", "H", "H", "C", "C", "C", "H", "S", "C", "H", "H", "O", "H", "H", "O", "N", "C", "H", "H", "H", "C"], "xyz": [[2.661167, 1.355711, 3.057812], [0.829928, -0.384719, 0.404845], [-1.670949, 5.932139, -0.054266], [1.849831, -4.797113, -2.327292], [-0.267569, -4.255643, -0.788847], [0.263811, -1.892388, -4.020239], [0.816156, -0.195429, 3.245512], [-1.180601, -1.663200, 3.049621], [4.104802, -3.018028, -1.241061], [0.690942, 3.099257, -0.494450], [-0.568924, -0.523694, 4.771918], [2.775009, -1.818384, -2.729234], [-0.488033, 5.221109, -0.353313], [-0.537802, -0.399309, 3.688388], [1.360827, 0.990650, 3.742899], [4.120376, 2.497866, 3.300764], [2.476184, -4.402798, -1.528808], [2.132829, -2.216964, -4.994919], [1.374679, 3.492029, -1.119675], [0.460486, 2.136577, -0.681133], [3.060970, 0.985814, 1.985485], [-3.859754, 1.762737, 0.899987], [-1.639414, 3.152381, 0.125162], [1.666284, -3.537210, -3.950709], [-4.862755, 3.638087, 1.051726], [-4.706692, 1.165292, 1.207725], [1.679731, -2.451612, -4.030459], [-0.346865, -5.341638, -0.715875], [0.686476, 1.845978, 3.579502], [1.393148, -3.797942, -0.209897], [4.104539, -3.814504, -2.802973], [-2.533989, 0.051146, 0.665246], [-1.094948, -1.738183, 1.788672], [-0.453728, 3.854016, -0.270440], [1.545652, 0.941522, 4.821311], [-1.127509, 0.484060, 3.408774], [-0.054904, -4.303283, -2.955852], [-0.688739, -3.845344, -2.197534], [-3.940855, 3.119643, 0.815315], [3.456915, -3.361781, -2.049638], [-1.696694, -4.227779, -2.363727], [-0.719713, -2.053397, -2.507303], [-2.810422, 5.287260, 0.325764], [-3.713777, 5.836427, 0.558119], [-0.294700, -2.339119, -4.845361], [3.334604, 2.244257, 3.813516], [0.279518, -0.815592, -4.199538], [-0.922091, -3.804859, -0.038411], [-1.718836, -2.416626, 3.857439], [-1.570574, 1.793795, 0.204931], [-2.807446, 3.872315, 0.421593], [0.407184, 5.758873, -0.642211], [3.046496, -5.245305, -1.134690], [-1.664218, 7.012276, -0.127189], [-2.636043, 1.130628, 0.583017]], "forces_ev_per_a": [[-0.08, 0.10, 0.22], [0.25, -0.09, -0.63], [0.06, 0.03, -0.02], [0.06, -0.01, -0.03], [0.19, -0.03, -0.04], [-0.14, 0.01, 0.02], [0.07, 0.14, 0.03], [0.26, 0.18, 0.21], [0.00, -0.02, 0.01], [-0.12, 0.01, 0.09], [0.13, 0.08, 0.02], [-0.14, -0.10, 0.13], [-0.04, 0.06, 0.01], [-0.04, 0.01, 0.15], [-0.09, -0.04, 0.12], [-0.09, 0.00, 0.11], [-0.14, -0.05, 0.09], [-0.05, -0.02, -0.03], [-0.02, 0.04, -0.02], [0.07, 0.08, -0.15], [-0.08, -0.13, 0.06], [0.03, -0.07, 0.00], [0.16, -0.10, -0.01], [-0.02, 0.00, -0.02], [0.01, 0.01, 0.00], [0.01, -0.01, 0.00], [0.14, -0.03, 0.00], [-0.16, 0.01, 0.05], [-0.01, 0.00, -0.01], [-0.10, 0.12, -0.04], [0.00, -0.04, 0.02], [-0.02, 0.01, 0.02], [-0.13, -0.15, 0.04], [-0.03, -0.10, 0.04], [-0.01, -0.03, 0.01], [-0.06, 0.02, 0.00], [0.00, -0.02, 0.01], [-0.02, 0.10, 0.00], [0.02, 0.07, -0.01], [0.07, 0.17, -0.10], [0.00, -0.02, 0.00], [0.14, -0.03, 0.16], [0.00, -0.08, 0.00], [-0.01, -0.02, 0.00], [0.05, 0.01, -0.04], [0.11, -0.05, -0.22], [0.02, 0.00, 0.00], [0.00, -0.04, 0.03], [-0.18, -0.14, -0.22], [0.05, 0.05, -0.01], [-0.18, 0.10, 0.05], [-0.02, 0.02, 0.00], [0.05, -0.01, -0.07], [0.02, -0.01, -0.01], [0.02, 0.03, 0.00]]}


# 5
{"formula": "CH3Cl2OPS", "method": "ωB97M-V with the def2-TZVPD basis set", "spin_multiplicity": 1, "smiles": "OP(CCl)SCl", "e_above_lowest_kj_mol": 312.0, "homo_lumo_gap_ev": 7.67, "species": ["C", "Cl", "H", "O", "H", "S", "Cl", "H", "P"], "xyz": [[0.160116, 0.786654, 0.310299], [-1.376356, -1.479772, 2.202633], [-0.585570, 0.917279, 1.085012], [1.396216, -0.749682, -1.437499], [1.124478, 1.187788, 0.638165], [-2.145937, -1.496066, 0.357010], [-0.351864, 1.728152, -1.131355], [1.376138, 0.114025, -1.866662], [0.402778, -1.008379, -0.157603]], "forces_ev_per_a": [[0.07, -0.22, -0.27], [0.24, -0.02, 0.46], [-0.03, -0.09, 0.00], [-1.03, -0.57, 0.42], [-0.14, -0.05, -0.05], [1.16, 0.44, -1.27], [0.06, 0.05, 0.10], [-0.22, 0.31, -0.11], [-0.11, 0.14, 0.72]]}


# 6
{"formula": "C12H28BClNO5PTa", "method": "ωB97M-V with the def2-TZVPD basis set", "spin_multiplicity": 1, "charge": -1, "homo_lumo_gap_ev": 6.25, "species": ["O", "N", "H", "B", "H", "H", "H", "O", "C", "H", "C", "C", "H", "C", "H", "H", "H", "H", "P", "H", "O", "H", "Cl", "H", "H", "H", "H", "Ta", "H", "O", "C", "H", "O", "C", "H", "H", "C", "H", "H", "H", "C", "C", "H", "C", "H", "H", "H", "C", "C", "H"], "xyz": [[-0.705277, 3.248951, 2.699285], [-1.656496, -1.969920, 3.785426], [3.328116, -2.147557, -2.963231], [-1.151394, 0.976554, -0.922707], [2.858431, 0.029879, -2.928252], [-1.011873, -4.039035, 0.840130], [-0.131992, -3.139017, -0.847650], [-2.492261, 0.769475, -1.311939], [-1.065326, 3.705080, 1.416648], [-2.501176, 5.265105, 1.755701], [2.810672, 2.048548, -2.214848], [-1.461091, 5.195852, 1.391704], [-1.488587, 5.510088, 0.332704], [-2.092038, -4.152612, 0.676720], [-0.316191, -1.799128, -2.000764], [-0.211614, 3.530223, 0.735278], [-2.617462, -3.866255, 1.602952], [2.176239, 2.758800, -2.773254], [2.233144, -0.208897, -0.587697], [-1.942857, 3.136185, 1.034883], [-1.903036, -0.950048, 1.557727], [-1.714204, 1.495650, 2.386362], [1.000876, -2.308056, 1.956217], [3.275845, -3.629180, -2.020794], [-0.786217, 5.845971, 1.964725], [-3.722965, -3.274973, -0.372839], [1.198689, 0.596989, -2.771946], [-0.058493, -0.530239, 0.514893], [1.099132, 1.950346, 1.598948], [-0.564378, 2.110785, -1.490963], [0.491131, 1.127372, 2.024635], [2.995392, 2.368971, -1.177618], [-2.099746, -2.257845, -0.999517], [2.175816, 0.603996, -2.272650], [-2.704729, -4.185584, -1.468112], [0.276044, 2.308862, -1.053820], [-1.646636, -1.444846, 2.773742], [-2.271112, -5.244407, 0.573808], [4.265029, -1.531366, -0.855020], [-3.031999, 1.242315, -0.659678], [-0.669888, -2.191311, -1.019827], [-2.657004, -3.486101, -0.599585], [3.135763, -2.440958, 0.121568], [3.192816, -1.811804, -0.779632], [1.784369, -2.711911, -2.274260], [3.795643, 2.049982, -2.716695], [1.122375, 0.670729, 2.813461], [-0.718224, 1.804036, 2.759412], [2.860649, -2.601309, -2.071063], [-0.681905, 1.571611, 3.837430]], "forces_ev_per_a": [[-0.37, -0.08, -0.05], [0.27, -0.68, 2.11], [-0.27, -0.02, 0.39], [-0.11, 0.59, -0.85], [-0.48, -0.01, 0.30], [-0.35, 0.15, -0.15], [-0.39, 0.17, 0.00], [0.59, 0.48, 0.59], [0.26, 0.32, -0.29], [0.52, 0.29, 0.14], [-0.21, -0.38, -0.42], [-0.40, -0.67, -0.19], [0.14, 0.00, 0.44], [-0.15, -0.91, -0.09], [-0.50, -0.49, 0.11], [-0.39, 0.08, 0.04], [0.28, 0.27, -0.45], [0.23, -0.08, 0.45], [-0.47, -0.46, 0.37], [0.47, 0.06, 0.08], [2.36, -0.70, 2.10], [0.37, -0.09, 0.07], [0.06, 0.65, -0.81], [-0.14, 0.44, 0.07], [-0.20, -0.27, -0.15], [0.45, 0.08, -0.24], [0.20, 0.06, 0.41], [0.50, -2.07, 1.67], [-0.17, -0.40, 0.10], [-0.19, -0.33, 0.49], [-0.93, 0.71, 0.07], [-0.32, 0.07, -0.38], [0.03, -0.51, 0.04], [1.28, 0.18, -0.39], [0.50, 0.12, 0.44], [-0.07, -0.16, -0.27], [-2.02, 1.58, -4.25], [0.11, 0.45, 0.07], [-0.45, -0.04, 0.10], [-0.18, -0.27, -0.30], [0.67, 1.60, -0.11], [-0.83, -0.08, 0.24], [-0.45, 0.43, -0.28], [0.59, 0.08, -0.95], [0.32, 0.18, 0.23], [-0.38, -0.03, 0.23], [-0.11, 0.01, -0.54], [0.26, 0.21, 0.28], [0.18, -0.57, -0.06], [-0.09, 0.04, -0.44]]}